(w)
C4H10N2 | ωB97M-V with the def2-TZVPD basis set

CARTESIAN COORDINATES (ANGSTROEM)
C (0.566, -0.958, 1.338)
C (-0.220, -0.647, 0.061)
C (0.431, -1.149, -1.222)
H (-1.256, -1.000, 0.181)
H (0.066, -0.597, 2.242)
H (1.570, -0.533, 1.285)
H (0.684, -2.041, 1.402)
H (0.267, -0.520, -2.096)
H (0.061, -2.139, -1.485)
N (0.787, 1.475, -0.602)
C (-1.469, 1.488, -0.034)
N (-0.356, 0.821, -0.119)
H (1.382, 1.677, 0.198)
H (1.325, 0.639, -1.084)
H (-1.493, 2.499, -0.409)
H (-2.344, 0.985, 0.344)

## Properties
Frontier orbital gap: 0.19867 Ha
HOMO level: -5.83 eV
M: 86.14 g/mol

***

(x)
C4H10N2 | ωB97M-V with the def2-TZVPD basis set

CARTESIAN COORDINATES (ANGSTROEM)
C (2.203, -1.705, -0.745)
N (1.137, -1.327, -0.205)
C (0.213, -0.437, -0.835)
C (0.087, 0.850, -0.036)
C (-0.794, 0.714, 1.198)
N (-2.207, 0.518, 0.858)
H (2.950, -2.141, -0.019)
H (2.554, -1.346, -1.706)
H (0.594, -0.161, -1.879)
H (-0.757, -0.916, -1.015)
H (-0.545, 1.471, -0.728)
H (0.982, 1.460, 0.019)
H (-0.668, 1.599, 1.839)
H (-0.437, -0.111, 1.821)
H (-2.473, 0.637, -0.108)
H (-2.839, 0.896, 1.540)

## Properties
Structure (SMILES): C=NCCCN
Frontier orbital gap: 0.36551 Ha
HOMO level: -8.76 eV
M: 86.14 g/mol

***

(y)
C4H10N2 | ωB97M-V with the def2-TZVPD basis set

CARTESIAN COORDINATES (ANGSTROEM)
C (0.423, 1.648, -0.236)
C (-0.006, 0.437, 0.116)
C (0.923, -0.811, 0.029)
N (2.305, -0.441, -0.107)
C (-1.432, 0.160, 0.545)
N (-2.294, -0.651, -0.346)
H (-0.272, 2.500, -0.146)
H (1.408, 1.764, -0.645)
H (0.758, -1.513, 0.868)
H (0.643, -1.436, -0.866)
H (2.596, 0.172, 0.668)
H (2.868, -1.326, 0.006)
H (-1.906, 1.134, 0.760)
H (-1.370, -0.419, 1.512)
H (-1.895, -1.606, -0.431)
H (-2.356, -0.227, -1.281)

## Properties
Structure (SMILES): C=C(CN)CN
Frontier orbital gap: 0.37785 Ha
HOMO level: -9.33 eV
M: 86.14 g/mol

***

Least stable: (w)

***

(w)
C4H10N2 | ωB97M-V with the def2-TZVPD basis set

CARTESIAN COORDINATES (ANGSTROEM)
H (-4.671, 1.761, -4.523)
N (-4.731, 2.047, -3.551)
C (-3.549, 2.019, -3.072)
N (-3.293, 2.318, -1.768)
H (-2.701, 1.629, -3.631)
H (-4.009, 2.865, -1.307)
H (-2.362, 2.428, -1.404)
C (1.510, -1.386, 2.459)
C (2.679, -1.209, 1.879)
C (3.850, -2.137, 1.998)
H (0.737, -0.634, 2.441)
H (1.331, -2.270, 3.064)
H (2.784, -0.320, 1.260)
H (3.904, -2.818, 1.149)
H (3.728, -2.702, 2.921)
H (4.792, -1.592, 2.085)

## Properties
Structure (SMILES): [H]/N=C/N.C=CC
Frontier orbital gap: 0.37410 Ha
HOMO level: -9.29 eV
M: 86.14 g/mol

***

(x)
C4H10N2 | ωB97M-V with the def2-TZVPD basis set

CARTESIAN COORDINATES (ANGSTROEM)
C (0.324, -0.126, -2.090)
C (-0.461, 0.688, -1.071)
C (-0.332, 0.221, 0.367)
N (-0.639, 1.256, 1.290)
C (0.329, -0.863, 0.785)
N (0.910, -1.050, 2.049)
H (1.050, -0.883, -1.824)
H (0.870, 0.578, -2.744)
H (-0.308, -0.591, -2.854)
H (-1.512, 0.677, -1.335)
H (-0.099, 1.711, -0.992)
H (-0.657, 0.980, 2.255)
H (-1.460, 1.783, 1.034)
H (0.521, -1.601, 0.032)
H (0.365, -0.757, 2.849)
H (1.098, -2.022, 2.248)

## Properties
Structure (SMILES): CC/C(N)=C/N
Frontier orbital gap: 0.30442 Ha
HOMO level: -7.17 eV
M: 86.14 g/mol

***

(y)
C4H10N2 | ωB97M-V with the def2-TZVPD basis set

CARTESIAN COORDINATES (ANGSTROEM)
H (-3.236, -0.667, 0.323)
N (-2.412, -0.368, -0.207)
C (-2.275, 0.814, 0.265)
N (-1.508, 1.734, -0.415)
H (-2.911, 1.302, 0.968)
H (-1.502, 1.803, -1.374)
H (-1.317, 2.559, 0.102)
C (1.687, 0.404, 0.656)
C (1.591, -0.392, -0.408)
C (1.721, -1.899, -0.308)
H (1.638, 1.447, 0.784)
H (1.495, 0.071, 1.787)
H (1.636, 0.023, -1.396)
H (2.723, -2.112, -0.402)
H (1.393, -2.199, 0.724)
H (1.278, -2.521, -1.098)

## Properties
Structure (SMILES): [H]/N=C/N.C=CC
Frontier orbital gap: 0.37132 Ha
HOMO level: -9.15 eV
M: 86.14 g/mol

***

(z)
C4H10N2 | ωB97M-V with the def2-TZVPD basis set

CARTESIAN COORDINATES (ANGSTROEM)
N (2.541, -0.568, 0.204)
C (1.138, -0.626, 0.339)
C (0.335, -0.846, -0.724)
C (-0.975, -0.111, -0.986)
C (-1.350, 1.169, -0.195)
N (-1.551, 0.948, 1.222)
H (2.841, -1.099, -0.605)
H (3.064, -0.775, 1.043)
H (0.781, -0.419, 1.342)
H (0.709, -1.480, -1.517)
H (-1.013, 0.174, -2.043)
H (-1.835, -0.758, -0.741)
H (-0.575, 1.916, -0.442)
H (-2.209, 1.597, -0.704)
H (-2.522, 0.747, 1.433)
H (-1.030, 0.153, 1.552)

## Properties
Structure (SMILES): N/C=C/CCN
Frontier orbital gap: 0.33038 Ha
HOMO level: -7.83 eV
M: 86.14 g/mol

***

Least stable: (y)

***

(w)
C4H10N2 | ωB97M-V with the def2-TZVPD basis set

CARTESIAN COORDINATES (ANGSTROEM)
C (-1.238, -1.291, -1.738)
C (0.204, -0.858, -1.327)
C (0.099, -0.051, 0.137)
N (1.333, 0.327, 0.625)
C (1.419, 1.163, 1.586)
N (0.322, 1.270, 2.437)
H (-1.552, -2.180, -1.244)
H (-1.105, -1.497, -2.749)
H (-1.977, -0.508, -1.626)
H (0.479, -0.096, -2.105)
H (0.956, -1.675, -1.152)
H (-0.561, 0.763, -0.062)
H (-0.464, -0.713, 0.855)
H (2.047, 2.093, 1.319)
H (0.564, 1.990, 3.058)
H (-0.526, 1.264, 1.986)

## Properties
Structure (SMILES): CCC/N=C\N
Frontier orbital gap: 0.35215 Ha
HOMO level: -8.58 eV
M: 86.14 g/mol

***

(x)
C4H10N2 | ωB97M-V with the def2-TZVPD basis set

CARTESIAN COORDINATES (ANGSTROEM)
C (-2.904, -0.683, -0.492)
C (-1.549, 0.016, -0.876)
C (-0.321, -0.514, -0.198)
N (0.565, 0.711, 0.022)
C (1.668, 0.832, 0.724)
N (2.858, -0.005, 0.712)
H (-3.129, -1.605, -0.928)
H (-3.657, 0.040, -0.641)
H (-2.619, -0.909, 0.532)
H (-1.750, 1.064, -0.504)
H (-1.401, 0.127, -1.953)
H (-0.602, -0.773, 0.798)
H (0.119, -1.368, -0.645)
H (1.869, 1.431, 1.613)
H (3.282, -0.124, 1.538)
H (2.566, -0.729, 0.102)

## Properties
Structure (SMILES): CCC/N=C\N
Frontier orbital gap: 0.34600 Ha
HOMO level: -8.49 eV
M: 86.14 g/mol

***

Least stable: (x)

***

(w)
C4H10N2 | ωB97M-V with the def2-TZVPD basis set

CARTESIAN COORDINATES (ANGSTROEM)
H (-1.285, -1.427, -0.404)
N (-1.671, -2.310, -0.078)
C (-0.898, -2.749, 0.833)
N (-1.291, -3.766, 1.692)
H (0.072, -2.295, 1.007)
H (-2.206, -4.071, 1.376)
H (-0.631, -4.530, 1.745)
C (1.829, 2.305, 0.345)
C (1.319, 2.582, -0.856)
C (-0.090, 2.313, -1.343)
H (2.864, 1.985, 0.342)
H (1.273, 2.372, 1.267)
H (2.029, 2.681, -1.673)
H (-0.340, 3.155, -1.988)
H (-0.726, 2.406, -0.457)
H (-0.248, 1.347, -1.808)

## Properties
Structure (SMILES): [H]/N=C/N.C=CC
Frontier orbital gap: 0.37500 Ha
HOMO level: -9.39 eV
M: 86.14 g/mol

***

(x)
C4H10N2 | ωB97M-V with the def2-TZVPD basis set

CARTESIAN COORDINATES (ANGSTROEM)
C (0.488, 1.481, -1.113)
C (0.104, 1.027, 0.239)
C (-1.060, 0.036, 0.510)
C (0.584, -0.213, 0.921)
H (0.283, 0.469, -1.541)
H (0.484, 2.425, -1.546)
H (1.639, 1.297, -1.003)
H (0.041, 1.786, 1.155)
H (-1.571, 0.293, 1.386)
H (-1.378, 0.171, -1.470)
H (-0.982, -1.466, -0.622)
H (0.914, -0.061, 1.998)
H (0.926, -1.700, -0.964)
H (0.891, -2.340, 1.120)
N (-1.699, -0.688, -0.622)
N (1.422, -1.436, 0.356)

## Properties
Frontier orbital gap: 0.33713 Ha
HOMO level: -8.77 eV
M: 86.14 g/mol

***

(y)
C4H10N2 | ωB97M-V with the def2-TZVPD basis set

CARTESIAN COORDINATES (ANGSTROEM)
C (0.433, 1.723, -0.597)
C (-0.472, 0.494, -0.624)
C (0.284, -0.693, -0.054)
C (-0.632, -1.763, 0.650)
N (-1.436, -1.160, 1.595)
N (1.713, 1.373, -1.035)
H (0.471, 2.025, 0.467)
H (0.013, 2.601, -1.113)
H (-1.382, 0.704, -0.071)
H (-0.797, 0.338, -1.651)
H (0.963, -0.344, 0.725)
H (0.931, -1.138, -0.814)
H (0.016, -2.582, 1.007)
H (-1.269, -2.188, -0.155)
H (2.299, 2.215, -1.045)
H (-1.306, -1.620, 2.495)

## Properties
Frontier orbital gap: 0.12397 Ha
HOMO level: -6.69 eV
M: 86.14 g/mol

***

Least stable: (x)

***

(w)
C4H10N2 | ωB97M-V with the def2-TZVPD basis set

CARTESIAN COORDINATES (ANGSTROEM)
N (-2.272, -0.957, -1.095)
C (-1.357, -0.545, -0.095)
C (-0.162, -1.164, 0.029)
C (1.051, -0.431, 0.546)
C (0.994, 1.089, 0.903)
N (0.788, 1.916, -0.313)
H (-1.659, -1.161, -1.845)
H (-3.254, -1.004, -0.918)
H (-1.407, 0.339, 0.543)
H (-0.158, -2.247, 0.035)
H (1.523, -0.949, 1.398)
H (1.858, -0.572, -0.214)
H (0.088, 1.045, 1.504)
H (1.940, 1.379, 1.354)
H (1.696, 1.895, -0.788)
H (0.331, 1.368, -1.044)

## Properties
Structure (SMILES): N/C=C/CCN
Frontier orbital gap: 0.33597 Ha
HOMO level: -8.03 eV
M: 86.14 g/mol

***

(x)
C4H10N2 | ωB97M-V with the def2-TZVPD basis set

CARTESIAN COORDINATES (ANGSTROEM)
C (2.404, -0.061, 0.433)
N (1.845, 0.372, -0.598)
C (0.441, 0.649, -0.704)
C (-0.526, -0.031, 0.290)
C (-1.941, 0.497, 0.072)
N (-0.545, -1.481, 0.176)
H (1.925, -0.293, 1.388)
H (3.473, -0.220, 0.388)
H (0.162, 0.371, -1.728)
H (0.337, 1.736, -0.630)
H (-0.220, 0.206, 1.316)
H (-1.991, 1.561, 0.288)
H (-2.252, 0.334, -0.958)
H (-2.628, -0.030, 0.728)
H (0.389, -1.862, 0.287)
H (-0.873, -1.748, -0.748)

## Properties
Structure (SMILES): C=NC[C@@H](C)N
Frontier orbital gap: 0.36953 Ha
HOMO level: -8.96 eV
M: 86.14 g/mol

***

(y)
C4H10N2 | ωB97M-V with the def2-TZVPD basis set

CARTESIAN COORDINATES (ANGSTROEM)
H (-2.042, -1.801, -1.507)
N (-1.681, -0.926, -1.153)
C (-2.412, -0.311, -0.316)
N (-1.892, 0.584, 0.574)
H (-3.500, -0.263, -0.440)
H (-0.889, 0.687, 0.623)
H (-2.329, 0.647, 1.480)
C (1.403, -0.737, 1.171)
C (1.899, 0.292, 0.504)
C (1.615, 0.694, -0.924)
H (1.562, -0.819, 2.238)
H (0.960, -1.599, 0.692)
H (2.604, 0.986, 0.956)
H (2.199, 0.083, -1.608)
H (0.583, 0.743, -1.271)
H (1.921, 1.740, -1.020)

## Properties
Structure (SMILES): [H]/N=C/N.C=CC
Frontier orbital gap: 0.36973 Ha
HOMO level: -8.93 eV
M: 86.14 g/mol

***

Least stable: (w)

***

(w)
C4H10N2 | ωB97M-V with the def2-TZVPD basis set

CARTESIAN COORDINATES (ANGSTROEM)
C (2.481, 0.853, -0.532)
C (1.064, 0.935, -1.117)
N (0.116, -0.093, -1.099)
C (-0.697, -0.056, -0.044)
N (-1.607, -1.018, 0.189)
C (-2.209, -1.298, 1.415)
H (2.841, 1.894, -0.441)
H (2.345, 0.399, 0.422)
H (3.199, 0.274, -1.202)
H (1.199, 1.284, -2.238)
H (0.648, 1.712, -0.494)
H (-0.565, 0.762, 0.658)
H (-1.753, -1.573, -0.616)
H (-2.081, -2.348, 1.408)
H (-1.666, -0.833, 2.144)
H (-3.314, -0.894, 1.547)

## Properties
Structure (SMILES): CC/N=C/NC
Frontier orbital gap: 0.33713 Ha
HOMO level: -8.16 eV
M: 86.14 g/mol

***

(x)
C4H10N2 | ωB97M-V with the def2-TZVPD basis set

CARTESIAN COORDINATES (ANGSTROEM)
C (1.328, -0.225, 1.754)
C (1.280, -0.713, 0.271)
C (0.524, 0.194, -0.625)
N (-0.384, -0.293, -1.681)
C (-1.648, -0.110, -1.520)
N (-2.262, 0.667, -0.577)
H (0.244, -0.035, 1.879)
H (1.693, -1.109, 2.289)
H (1.977, 0.567, 2.130)
H (2.336, -0.921, -0.008)
H (0.859, -1.732, 0.370)
H (1.102, 0.964, -1.179)
H (0.100, 1.064, -0.097)
H (-2.291, -0.405, -2.376)
H (-3.043, 1.192, -0.930)
H (-1.813, 0.894, 0.300)

## Properties
Structure (SMILES): CCC/N=C\N
Frontier orbital gap: 0.36694 Ha
HOMO level: -8.98 eV
M: 86.14 g/mol

***

Least stable: (w)

***

(w)
CH5NO | ωB97M-V with the def2-TZVPD basis set

CARTESIAN COORDINATES (ANGSTROEM)
C (0.618, -0.830, 1.257)
N (-0.282, -0.865, 0.369)
H (1.648, -0.607, 1.006)
H (0.416, -1.056, 2.311)
H (-1.194, -0.660, 0.786)
O (-0.371, 1.717, -1.756)
H (0.322, 1.079, -1.963)
H (-1.157, 1.220, -2.010)

## Properties
Structure (SMILES): C=N.O
Frontier orbital gap: 0.40603 Ha
HOMO level: -9.94 eV
M: 47.06 g/mol

***

(x)
CH5NO | ωB97M-V with the def2-TZVPD basis set

CARTESIAN COORDINATES (ANGSTROEM)
N (2.703, 0.117, 0.163)
O (1.800, -0.673, -0.021)
H (2.542, 0.970, -0.410)
C (-1.416, -0.093, 0.057)
H (-1.949, 0.690, -0.472)
H (-1.457, -1.038, -0.506)
H (-1.817, -0.227, 1.058)
H (-0.407, 0.254, 0.132)

## Properties
Structure (SMILES): N=O.C
Frontier orbital gap: 0.34141 Ha
HOMO level: -9.77 eV
M: 47.06 g/mol

***

Least stable: (x)

***

(w)
C7H12O | ωB97M-V with the def2-TZVPD basis set

CARTESIAN COORDINATES (ANGSTROEM)
C (0.725, -0.100, 0.175)
C (1.810, 0.334, -0.836)
C (1.659, 0.327, 1.238)
C (-0.547, 0.764, 0.015)
C (0.528, -1.628, 0.162)
C (-1.280, 0.493, -1.304)
C (-1.480, 0.568, 1.211)
O (3.005, 0.019, -0.711)
H (1.599, 1.052, -1.640)
H (2.336, -0.459, 1.594)
H (-0.205, 1.805, 0.021)
H (1.489, -2.130, 0.079)
H (-0.097, -1.922, -0.681)
H (0.046, -1.948, 1.086)
H (-0.611, 0.555, -2.165)
H (-1.724, -0.503, -1.317)
H (-2.089, 1.210, -1.441)
H (-2.327, 1.252, 1.143)
H (-1.891, -0.444, 1.230)
H (-0.945, 0.754, 2.143)

## Properties
Frontier orbital gap: 0.29521 Ha
HOMO level: -8.51 eV
M: 112.17 g/mol

***

(x)
C7H12O | ωB97M-V with the def2-TZVPD basis set

CARTESIAN COORDINATES (ANGSTROEM)
C (-2.510, -0.218, 0.916)
C (-1.508, -1.333, 0.663)
C (-1.185, -0.138, -0.179)
C (-0.141, 0.710, 0.361)
C (1.196, 0.253, 0.083)
C (2.420, 0.776, 0.246)
O (3.515, 0.181, -0.441)
C (-1.553, 0.041, -1.598)
H (-3.387, -0.085, 0.304)
H (-2.378, 0.507, 1.697)
H (-3.060, -1.265, 2.232)
H (-1.804, -2.284, 0.221)
H (-0.635, -1.581, 1.270)
H (-0.209, 1.761, 0.616)
H (1.205, -0.766, -0.312)
H (2.610, 1.744, 0.702)
H (3.815, -0.470, 0.207)
H (-0.634, 0.058, -2.208)
H (-1.894, 1.103, -1.692)
H (-2.026, -0.775, -2.154)

## Properties
Frontier orbital gap: 0.16994 Ha
HOMO level: -6.11 eV
M: 112.17 g/mol

***

(y)
C7H12O | ωB97M-V with the def2-TZVPD basis set

CARTESIAN COORDINATES (ANGSTROEM)
C (0.269, 1.567, -0.381)
C (0.947, 0.291, -0.235)
C (0.580, -0.575, -1.448)
O (-0.910, -0.423, -1.424)
C (-1.752, -0.599, -0.201)
C (-1.032, -0.310, 1.014)
C (0.432, -0.489, 0.852)
C (1.892, 0.004, 0.942)
H (1.272, 2.421, -0.481)
H (-0.656, 1.345, -1.234)
H (-0.299, 1.987, 0.514)
H (0.832, -0.468, -2.536)
H (0.687, -1.719, -1.366)
H (-2.775, 0.129, -0.519)
H (-2.047, -1.763, -0.373)
H (-1.233, 0.833, 1.498)
H (-1.333, -0.802, 2.062)
H (0.351, -1.658, 0.808)
H (2.584, -0.662, 1.113)
H (2.190, 0.892, 1.393)

## Properties
Structure (SMILES): C[C@]12COCC[C@@H]1C2
Frontier orbital gap: 0.37399 Ha
HOMO level: -9.21 eV
M: 112.17 g/mol

***

Least stable: (x)